10
Properties=species:S:1:pos:R:3 method="wB97M-V/def2-TZVPD" e_homo_ev="-15.96 / -14.53" e_tot_ev=-43089.837 charge=+2
C -1.39078 -1.51239 0.10946
C -1.13921 -0.24552 -0.15408
O -1.72126 0.79067 -0.46405
Lu -1.35575 3.02511 -0.10413
H -0.86122 -2.30277 -0.39891
H -2.08312 -1.80941 0.88112
O 2.09837 -0.91260 0.19549
C 1.41962 -0.04057 -0.15572
Li 3.53868 1.72252 0.25812
O 1.49468 1.28496 -0.16729



7
Properties=species:S:1:pos:R:3 method="wB97M-V/def2-TZVPD" e_homo_ev=-9.99 e_tot_ev=-85139.757
H -0.49181 -0.34342 -1.47607
N -0.20611 -0.85580 -0.62188
C 0.83559 -0.88472 -0.01498
Br 2.24936 0.45555 -0.35758
H 1.06062 -1.54798 0.88509
Cl -1.12588 2.52330 0.54125
H -1.92592 2.23908 -0.29367



71
Properties=species:S:1:pos:R:3 method="wB97M-V/def2-TZVPD" e_homo_ev=-7.35 e_tot_ev=-335952.904
Bi 1.85084 -0.31453 -0.78914
C 5.13747 -2.96910 -0.08495
C 3.77411 -3.56051 -0.10831
C 3.51624 -4.65608 -0.97238
C 2.24430 -5.17278 -1.13196
C 1.21850 -4.55806 -0.39073
C 1.59476 -3.54627 0.50482
N 2.82366 -3.05741 0.70083
Sb 0.04959 -2.92029 1.86876
C -1.44883 -1.99755 0.66469
C -2.69287 -1.66512 1.12594
C -3.73024 -1.34741 0.22625
C -3.35725 -1.38493 -1.14046
C -2.07611 -1.66442 -1.50860
C -1.61826 -1.55425 -2.92100
N -1.12372 -1.97739 -0.66745
C 0.78269 -1.12675 2.76661
C 1.83687 -1.27587 3.64670
C 2.38302 -0.13742 4.25314
C 1.77204 1.05635 4.03912
C 0.69998 1.15710 3.17110
C -0.15989 2.42405 2.97673
N 0.26149 0.07598 2.49230
H 5.81441 -3.68235 0.34483
H 5.20233 -1.97897 0.35287
H 5.42198 -2.90806 -1.13822
H 4.38846 -4.91179 -1.56502
H 2.10129 -6.03979 -1.72575
H 0.19171 -4.87528 -0.36977
H -2.85234 -1.61240 2.24949
H -4.80147 -1.15842 0.45225
H -4.06231 -1.35327 -1.90149
H -2.47002 -1.62318 -3.58492
H -0.85625 -2.38161 -3.13721
H -1.18985 -0.57699 -3.21595
H 2.35497 -2.22556 3.90006
H 3.21620 -0.15447 4.98924
H 2.14611 2.03903 4.49362
H 0.21079 3.07317 2.16757
H -0.42226 2.93714 3.91310
H -1.10449 2.09000 2.53918
I 4.76988 1.62838 1.75411
C 4.27877 3.60261 1.14047
I 3.63179 4.90292 2.70635
H 3.40446 3.57895 0.49919
H 5.10985 4.04060 0.59114
Se 1.85048 -1.61693 -3.04342
Sb 3.13276 0.30980 -4.18356
Se 3.61273 1.41038 -1.82415
Se 5.17728 -0.40380 -4.97166
Se 1.35133 1.42002 -5.37732
N -8.27847 2.22143 0.01240
C -7.13773 2.34907 0.14885
C -5.68764 2.33143 -0.05360
C -4.78163 1.74126 0.82700
C -3.42703 1.87915 0.53677
C -2.99940 2.53016 -0.59608
C -3.85234 3.25566 -1.37051
C -5.18370 3.12250 -1.07291
N -1.69234 2.27019 -0.99804
C -1.02169 2.99541 -1.96657
C 0.18355 2.37026 -2.11036
N 0.20939 1.25446 -1.28634
C -0.94330 1.20806 -0.65054
H -5.13923 1.21857 1.68215
H -2.69675 1.37849 1.13437
H -3.52910 3.82459 -2.21519
H -5.86279 3.71292 -1.66535
H -1.33808 3.89561 -2.45862
H 1.02040 2.58639 -2.80472
H -1.18916 0.49694 0.13026



22
Properties=species:S:1:pos:R:3 method="wB97M-V/def2-TZVPD" e_homo_ev=-8.64 e_tot_ev=-13488.082
C 3.89871 -2.18296 -3.51331
N 3.27958 -1.62174 -2.33291
C 2.69517 0.10865 -2.32969
O 2.73348 0.83267 -3.31803
N 3.23838 0.43558 -1.12576
C 3.61779 -0.59942 -0.22082
C 2.80790 -1.83130 0.10112
C 3.82166 -1.87150 -1.01383
C 5.07044 -2.70144 -0.86011
H 3.89976 -3.28241 -3.48530
H 3.35528 -1.82955 -4.39766
H 4.93299 -1.82395 -3.62421
H 3.75294 1.30582 -1.08588
H 4.38715 -0.30097 0.49589
H 3.05196 -2.36144 1.02235
H 1.75243 -1.89830 -0.16112
H 4.89154 -3.73664 -1.18340
H 5.90133 -2.28202 -1.44425
H 5.38212 -2.72508 0.19153
H 1.78927 -1.86797 -2.38631
O 0.82836 -0.92247 -2.36484
H 0.52240 -0.91228 -1.44978



17
Properties=species:S:1:pos:R:3 method="wB97M-V/def2-TZVPD" smiles="O=C1CC=CCC1.[H][H]" e_homo_ev=-9.41 e_tot_ev=-8430.374
O -1.03744 -1.58822 -0.97568
C -0.65252 -0.50553 -0.58817
C -1.60886 0.53635 -0.03895
C -1.02169 1.28630 1.13168
C 0.24842 1.17252 1.51697
C 1.26143 0.30887 0.81043
C 0.80015 -0.07914 -0.60347
H -1.84974 1.23586 -0.85448
H -2.54543 0.03570 0.22789
H -1.70104 1.92994 1.68740
H 0.59089 1.72024 2.39311
H 1.44813 -0.59791 1.40228
H 2.22317 0.83220 0.75089
H 1.41297 -0.87822 -1.02815
H 0.88011 0.80310 -1.25366
H 1.04213 -3.28875 -2.47543
H 0.50933 -2.92332 -2.10265



84
Properties=species:S:1:pos:R:3 method="wB97M-V/def2-TZVPD" spin_multiplicity=3 s_squared=2.01 e_homo_ev="-13.15 / -13.80" e_tot_ev=-154380.111 charge=+2
N 1.87055 5.63447 -2.62065
C 2.23931 5.58476 -1.35865
C 2.50883 4.37039 -0.71151
C 2.60845 3.18833 -1.50266
C 2.28730 3.29089 -2.87518
C 1.92336 4.55436 -3.39040
C 2.97143 1.89955 -0.89872
Ti 0.43671 -0.22934 0.13591
P -0.59512 -2.20867 1.22514
C 2.68280 0.69397 -1.51194
C 2.95301 -0.64417 -0.92888
C 3.04154 -1.79904 -1.76105
C 3.13527 -3.06467 -1.17979
C 3.09993 -3.11755 0.20910
C 3.41788 -2.02732 1.02914
C 3.31763 -0.76309 0.45044
Br 2.67932 -4.91206 1.05800
H 3.21570 1.94526 0.19410
H 2.23120 0.67971 -2.51820
H 2.51408 4.31657 0.36796
H 2.18589 2.41796 -3.52833
H 2.26333 6.49610 -0.77850
H 1.62177 4.63784 -4.43075
H 2.97566 -1.67888 -2.84548
H 3.52396 0.14145 1.01857
H 3.07323 -4.00235 -1.75638
H 3.58430 -2.16268 2.08429
P -1.44141 0.30822 -1.60340
C 0.37181 -2.13066 2.81292
C 0.87322 -3.47578 3.29655
H -0.21377 -1.65245 3.61332
H 1.24598 -1.46688 2.65775
H 1.52955 -3.39493 4.17378
H 0.08223 -4.19262 3.54021
H 1.50425 -3.92006 2.50442
C -0.11135 -3.49827 0.02938
C -0.55995 -4.92383 0.33353
H 0.97883 -3.50007 0.00408
H -0.41741 -3.21661 -0.99553
H -0.04593 -5.62941 -0.32926
H -0.29881 -5.23902 1.34611
H -1.63059 -5.05676 0.17212
C -2.34494 -2.47865 1.62624
C -2.59084 -3.51433 2.73123
H -2.91337 -2.74039 0.72477
H -2.73067 -1.49514 1.95472
H -3.66471 -3.61700 2.93669
H -2.22881 -4.51509 2.45715
H -2.11243 -3.20529 3.66548
C -3.12688 0.89043 -1.14932
C -3.93071 -0.06738 -0.27526
H -3.68167 1.13278 -2.06907
H -2.98560 1.84117 -0.62082
H -4.99922 0.17883 -0.30903
H -3.82552 -1.10785 -0.59134
H -3.61357 0.00333 0.76982
C -1.69833 -1.24818 -2.56208
C -0.46726 -1.61438 -3.38586
H -2.60023 -1.14183 -3.18205
H -1.92225 -2.04182 -1.83661
H -0.66165 -2.50001 -4.00119
H -0.17395 -0.79977 -4.05370
H 0.38580 -1.84178 -2.73962
C -0.99841 1.59811 -2.84618
C -1.25984 3.05535 -2.46121
H -1.48880 1.35544 -3.80432
H 0.08218 1.47494 -3.00199
H -0.96747 3.70612 -3.29525
H -2.30572 3.27770 -2.23028
H -0.64273 3.34764 -1.60349
C -0.09499 4.05755 1.45618
P -0.45749 2.41571 2.12640
C 0.05589 2.32069 3.85339
C -2.26663 2.39156 2.22391
O 0.13740 1.23183 1.35740
H -0.68636 4.79283 2.02267
H -0.35899 4.17168 0.39378
H 0.96258 4.31583 1.57302
H -0.40364 3.16617 4.40015
H -0.31344 1.37897 4.26984
H 1.14422 2.35283 3.95178
H -2.73400 2.19605 1.25567
H -2.55488 1.63626 2.94983
H -2.59603 3.38642 2.58701



20
Properties=species:S:1:pos:R:3 method="wB97M-V/def2-TZVPD" smiles=CCN[C@H](C)CO e_homo_ev=-8.23 e_tot_ev=-8930.844
C 1.75865 -0.47870 2.44210
C 1.13335 -0.78004 0.98340
N 0.25931 0.24889 0.53657
C -0.59501 0.06125 -0.64789
C 0.20261 -0.09876 -2.01371
C -1.84653 0.91955 -0.50547
O -2.98635 0.40898 -1.41656
H 1.13472 0.16038 3.13249
H 1.93250 -1.39972 2.99563
H 2.65289 0.22181 2.27387
H 1.95806 -0.75556 0.26369
H 0.73564 -1.81111 0.94045
H -0.03094 1.21366 0.87025
H -1.02839 -0.90956 -0.44665
H 1.20824 -0.49056 -1.89200
H -0.54203 -0.50542 -2.69572
H 0.30231 1.02736 -2.29563
H -1.70848 2.01579 -0.87984
H -2.06945 0.82047 0.60855
H -2.47108 0.13128 -2.25352



11
Properties=species:S:1:pos:R:3 method="wB97M-V/def2-TZVPD" e_homo_ev=-4.11 e_tot_ev=-22644.634 charge=-1
O 4.44563 -1.10498 -0.79359
C 3.84722 -0.28940 -0.13669
C 2.82157 0.27302 0.60305
N 1.62251 0.87667 0.25812
O 1.67276 2.18996 0.31670
C 0.41665 0.29460 0.09013
C -0.02496 -0.99139 0.14180
S 0.78970 -2.47190 0.39294
O 4.13737 0.92226 0.27872
H -0.32889 1.00400 0.10835
H -1.04895 -1.20757 0.13214



87
Properties=species:S:1:pos:R:3 method="wB97M-V/def2-TZVPD" e_homo_ev=-9.93 e_tot_ev=-675246.675
C -9.13868 -22.23846 -0.48172
C -8.52932 -23.14789 0.56184
C -9.58660 -23.81842 1.45495
C -10.53685 -24.58774 0.65263
N -11.31919 -25.17559 0.10361
H -9.92325 -22.81375 -1.03699
H -8.39035 -21.84643 -1.13366
H -9.47293 -21.31168 -0.04109
H -7.77445 -22.46244 1.07472
H -7.83971 -23.85601 -0.01639
H -10.12811 -23.03956 1.98081
H -9.22021 -24.51747 2.16263
C -10.81703 -19.54232 -2.05965
C -10.74372 -19.22808 -3.52490
C -9.71559 -18.15616 -3.89298
C -8.26976 -18.57170 -3.98964
N -7.21981 -18.99171 -4.20500
H -11.55612 -20.28514 -1.81649
H -10.91214 -18.69240 -1.38422
H -9.83694 -19.81941 -1.69219
H -11.71594 -19.05807 -3.95045
H -10.37240 -20.13323 -4.03671
H -9.87454 -17.29713 -3.25812
H -9.85470 -17.88679 -4.95942
C -5.24140 -14.25236 -5.88313
C -4.81641 -15.69066 -6.11391
C -5.69749 -16.36118 -7.13489
C -7.12743 -16.50377 -6.67465
N -8.23738 -16.59801 -6.50247
H -5.32882 -13.74100 -6.84971
H -4.43893 -13.66535 -5.37211
H -6.18990 -14.15479 -5.37731
H -4.73878 -16.32996 -5.18761
H -3.74815 -15.64684 -6.49702
H -5.25405 -17.32102 -7.37121
H -5.58813 -15.75997 -7.99235
C -11.97945 -22.79802 -3.01067
C -13.23455 -22.52912 -3.83547
C -13.40648 -23.56782 -4.92075
C -12.21404 -23.60415 -5.85011
N -11.34198 -23.67584 -6.61069
H -11.96843 -23.77212 -2.44994
H -11.85000 -22.01747 -2.19364
H -11.04951 -22.72380 -3.60518
H -13.05763 -21.53451 -4.25507
H -14.18905 -22.45172 -3.32925
H -14.19443 -23.45991 -5.56789
H -13.56461 -24.56873 -4.55254
C -10.91827 -19.43805 2.13892
O -11.57422 -20.72966 2.19684
C -12.62523 -21.03169 1.49271
O -13.36059 -20.21350 0.93084
O -12.75985 -22.38195 1.43333
C -13.69962 -22.94199 0.52444
H -9.83631 -19.54324 2.39022
H -11.35074 -18.78452 2.84788
H -10.94032 -18.97740 1.17183
H -14.72481 -22.59414 0.55561
H -13.61454 -24.08664 0.57460
H -13.40974 -22.65988 -0.47063
C -10.12267 -14.66769 -0.25791
O -9.12715 -15.41854 -0.89816
C -8.89486 -16.61030 -0.25773
O -9.32912 -16.83546 0.85404
O -8.17876 -17.35129 -1.05730
C -7.61706 -18.51880 -0.47223
H -10.86033 -14.43439 -1.02880
H -9.55834 -13.73507 -0.01425
H -10.46182 -15.23940 0.61781
H -6.71190 -18.42284 0.11359
H -7.29503 -19.25832 -1.17753
H -8.34649 -19.00811 0.22832
C -8.19173 -19.78462 -7.47648
Br -6.34470 -20.37521 -7.60453
Br -9.43931 -21.06774 -6.84257
Br -8.66314 -18.89645 -9.10411
H -8.25159 -19.02138 -6.72978
C -13.58522 -21.83255 -8.89614
Br -12.23648 -20.84120 -9.88542
Br -15.05621 -22.45852 -9.95520
Br -14.18242 -20.74776 -7.44923
H -13.06193 -22.68940 -8.41595
C -12.18780 -15.25807 -4.40403
Br -10.88992 -13.76907 -4.14619
Br -13.59793 -14.90181 -5.69930
Br -12.96760 -15.69848 -2.73766
H -11.61640 -16.14783 -4.79509



94
Properties=species:S:1:pos:R:3 method="wB97M-V/def2-TZVPD" spin_multiplicity=4 s_squared=3.76 e_homo_ev="-7.21 / -9.14" e_tot_ev=-188584.181
Pd 0.28336 0.23714 -0.45760
O -2.32521 -1.09195 -3.15733
As -1.58430 -2.06986 -1.93665
O -2.54552 -3.29494 -1.53014
O -1.27273 -1.04711 -0.59698
C 0.10859 -2.78597 -2.60651
C 0.09073 -4.17898 -2.66745
C 1.20710 -4.89630 -3.07265
C 2.36629 -4.22734 -3.41978
C 2.39640 -2.84108 -3.36616
C 1.27999 -2.13512 -2.96093
S 1.47237 -0.37346 -2.90876
O 0.12014 0.19280 -2.87340
O 2.32907 0.02409 -3.97621
O 2.06891 -0.10761 -1.54634
H -1.71775 -0.36575 -3.36833
H -0.82207 -4.69029 -2.38133
H 1.16407 -5.97543 -3.11629
H 3.24322 -4.77312 -3.73845
H 3.28512 -2.29969 -3.65225
C 0.76780 6.53314 1.35086
C 0.86976 6.34098 -0.01622
C 0.32657 5.21275 -0.60614
C -0.32629 4.24643 0.15497
C -0.42956 4.46373 1.52980
C 0.10739 5.59148 2.12532
Ge -1.12142 2.64589 -0.68276
C -1.13182 2.89433 -2.61902
C 0.04656 3.06957 -3.34026
C 0.02324 3.21002 -4.71283
C -1.18555 3.16205 -5.39317
C -2.36462 2.97283 -4.69214
C -2.33695 2.83750 -3.31365
C -2.94470 2.40213 0.00871
C -3.62639 3.48421 0.56043
C -4.93050 3.34461 1.00171
C -5.57035 2.11937 0.90098
C -4.90279 1.03613 0.35449
C -3.59923 1.17649 -0.08534
H 1.19179 7.41672 1.80948
H 1.36938 7.07573 -0.63077
H 0.40592 5.09671 -1.68231
H -0.96269 3.74730 2.14794
H 0.00640 5.73855 3.19049
H 1.00589 3.06792 -2.82910
H 0.94919 3.33264 -5.25578
H -1.20468 3.26029 -6.46966
H -3.30870 2.92432 -5.21677
H -3.26719 2.68308 -2.77936
H -3.14321 4.45081 0.64128
H -5.44791 4.19489 1.42104
H -6.59020 2.00970 1.24492
H -5.39539 0.07841 0.26873
H -3.07747 0.32122 -0.49964
C -1.75706 1.63200 3.67064
C -1.47372 0.13428 3.76517
C -1.05437 -0.22752 5.18396
C -2.75622 -0.61708 3.40961
Sb 0.03944 -0.33381 2.24810
C 1.93535 0.58224 2.87947
C 2.04276 0.79859 4.39169
C 3.12094 -0.24736 2.40015
C 1.99019 1.94251 2.17865
C 0.39786 -2.50953 2.30390
C -0.89239 -3.26150 1.96044
C 1.43192 -2.85376 1.22419
C 0.88509 -2.97788 3.67516
H -2.42542 1.91996 4.48329
H -2.25787 1.88053 2.73194
H -0.85177 2.23385 3.76326
H -1.94368 -0.18615 5.81458
H -0.33190 0.47923 5.59629
H -0.64169 -1.23556 5.26859
H -3.57549 -0.18829 3.98876
H -2.69619 -1.67169 3.67091
H -3.01817 -0.52934 2.35275
H 2.01536 -0.13740 4.95155
H 1.25535 1.45121 4.76859
H 2.99380 1.28546 4.61432
H 3.16864 -1.22858 2.87305
H 4.03750 0.28528 2.66092
H 3.11931 -0.37530 1.31299
H 1.16773 2.60235 2.46808
H 1.97444 1.84962 1.08045
H 2.92358 2.44550 2.44165
H -1.31532 -2.95899 1.00313
H -1.65734 -3.15837 2.73331
H -0.65480 -4.32455 1.89250
H 1.09850 -2.54865 0.22529
H 1.54109 -3.93972 1.20516
H 2.41967 -2.42801 1.40373
H 0.09467 -2.92530 4.42679
H 1.74646 -2.41812 4.03906
H 1.18313 -4.02533 3.60382



37
Properties=species:S:1:pos:R:3 method="wB97M-V/def2-TZVPD" spin_multiplicity=3 s_squared=2.02 e_homo_ev="-15.42 / -18.02" e_tot_ev=-33691.301 charge=+2
Pd 0.00546 1.93148 -0.80822
C 0.04189 2.90878 0.85397
O 0.09338 3.49118 1.85795
C -0.05059 3.59501 -2.04995
O 0.01664 4.58759 -2.62047
C -1.95186 1.43933 -1.23309
O -3.08732 1.36078 -1.40607
C 2.01235 1.58439 -1.26934
O 3.11562 1.55275 -1.51412
C 0.12944 -0.06583 -3.10644
H 1.07279 -0.53557 -2.78893
H -0.80488 -0.60650 -2.88081
C 0.10170 1.18654 -3.57342
H -0.83934 1.69962 -3.82746
H 1.02864 1.76284 -3.76956
C -2.47163 -0.26515 1.78563
C -0.93957 -0.18241 1.99513
P 0.09335 -0.18042 0.50606
C 1.79031 -0.28296 1.12585
C 2.05634 -1.24282 2.30047
C -0.26020 -1.74279 -0.33651
C -0.37919 -2.99850 0.54845
H -2.86966 0.66136 1.32767
H -2.95926 -0.38164 2.77636
H -2.76895 -1.12361 1.15726
H -0.70687 0.73424 2.55970
H -0.61477 -1.03734 2.61550
H 2.42004 -0.58944 0.28011
H 2.11286 0.73232 1.40148
H 1.98282 -2.28880 1.97850
H 3.08479 -1.08713 2.67114
H 1.38065 -1.08339 3.15001
H -1.17644 -1.61435 -0.93220
H 0.55586 -1.90087 -1.05359
H -1.12212 -2.90288 1.35133
H -0.68082 -3.85953 -0.07195
H 0.58854 -3.25630 0.99957